[1]
C4H2Br4O | ωB97M-V with the def2-TZVPD basis set

CARTESIAN COORDINATES (ANGSTROEM)
C 0.803176 0.886126 0.372480
O 0.304039 4.128899 1.482417
C -0.015811 2.455197 -2.879976
Br 0.868642 0.244105 -1.441159
C 0.032420 3.080950 1.074567
Br 0.651420 2.024723 -4.579655
Br 1.018449 3.809933 -2.100700
Br -2.137869 1.345692 0.295000
H 0.622091 0.030786 1.116600
H 1.735484 1.495784 0.661474
C -0.222728 1.893086 0.648962

Force components x, y, z for each atom (eV/Å):
C 1.0 0.4 2.5
O -0.1 0.0 0.0
C -0.6 0.1 0.0
Br 0.3 -0.4 0.2
C 0.0 1.4 0.5
Br 0.2 0.0 -0.2
Br 0.4 0.4 0.0
Br 1.8 0.8 0.5
H 0.7 0.9 -1.5
H -0.7 -1.7 -0.7
C -2.9 -1.9 -1.3

- LUMO level (eV) = -1.05
- max |F| (eV/Å) = 3.7
- Kohn-Sham gap (Eh) = 0.293
- multiplicity = 1

Löwdin population analysis, charges in e, atoms 1 to 4: number 1, C, carries -0.66; number 2, O, carries 0.20; number 3, C, carries -1.16; number 4, Br, carries 0.70

***

[2]
C4H2BrFS | ωB97M-V with the def2-TZVPD basis set

CARTESIAN COORDINATES (ANGSTROEM)
C -1.455161 -0.869788 -0.255804
C 0.698193 -0.619488 1.054045
S -0.793304 -1.563456 1.116889
H -2.438178 -1.143320 -0.643489
H -0.784985 0.987955 -1.353188
C -0.641635 0.195495 -0.706518
Br 1.747087 1.639060 -0.530346
C 0.560644 0.320182 0.103143
F 3.107339 1.053359 1.215268

Force components x, y, z for each atom (eV/Å):
C 0.8 2.8 -1.5
C -1.9 -0.2 -0.3
S 1.6 -0.7 1.0
H 0.4 0.0 0.3
H -0.9 0.9 -1.8
C 0.1 -2.6 3.0
Br 0.6 -0.2 0.8
C -0.6 -0.2 -1.2
F -0.2 0.1 -0.3

- LUMO level (alpha / beta) (eV) = -2.47 / -2.13
- energy relative to the best compared isomer or geometry (same formula, charge and spin) (kcal/mol) = 123.10
- max |F| (eV/Å) = 4.0
- Kohn-Sham gap (alpha / beta) (Eh) = 0.265 / 0.272
- multiplicity = 1

Löwdin population analysis, charges in e, atoms 1 to 4: number 1, C, carries -0.44; number 2, C, carries -0.23; number 3, S, carries 0.96; number 4, H, carries 0.08

***

[3]
C4H2BrNS | ωB97M-V with the def2-TZVPD basis set

CARTESIAN COORDINATES (ANGSTROEM)
C -0.886112 -0.760991 -0.226195
N 0.313959 -1.449830 -0.192798
C 0.398884 -0.070982 -0.246735
H 0.747191 -1.961036 0.538422
Br -3.698277 0.191598 0.349187
S 2.926785 1.045995 0.013599
C -1.842164 -0.005207 0.022849
H 0.846651 1.972331 -0.203686
C 1.193085 1.038120 -0.054645

Force components x, y, z for each atom (eV/Å):
C 1.8 0.5 0.1
N 1.2 0.5 -1.2
C 1.9 0.2 0.0
H -0.1 -0.8 1.1
Br 1.1 -0.4 -0.1
S -1.2 -0.6 0.1
C -4.9 1.4 0.5
H -1.9 2.8 -0.2
C 2.1 -3.6 -0.4

- LUMO level (alpha / beta) (eV) = -0.97 / -1.89
- energy relative to the best compared isomer or geometry (same formula, charge and spin) (kcal/mol) = 111.13
- max |F| (eV/Å) = 5.1
- Kohn-Sham gap (alpha / beta) (Eh) = 0.284 / 0.244
- multiplicity = 1

Löwdin population analysis, charges in e, atoms 1 to 4: number 1, C, carries -0.30; number 2, N, carries 0.18; number 3, C, carries -0.23; number 4, H, carries 0.13

***

[4]
C4H2CeLiO2 | ωB97M-V with the def2-TZVPD basis set

CARTESIAN COORDINATES (ANGSTROEM)
C -0.402638 0.953583 0.679269
H -0.254314 1.107416 1.753509
Ce 1.542524 2.015492 -0.611740
O 2.527946 -0.096887 -0.726411
C 2.311190 -1.309964 -0.386825
H 1.176456 -3.078965 0.490678
Li -4.108738 0.648241 -1.369443
C -1.600243 0.891654 0.208076
C 1.525971 -2.122532 0.144612
O -2.718156 0.991966 -0.181727

Force components x, y, z for each atom (eV/Å):
C 0.4 1.1 -1.1
H -0.1 -0.5 -0.2
Ce 0.8 -4.5 0.7
O -0.3 4.3 -0.6
C -3.5 -1.3 1.9
H 0.1 0.3 -0.1
Li -0.2 -0.1 0.2
C 0.3 1.0 1.1
C 2.2 0.3 -1.2
O 0.3 -0.7 -0.7

- LUMO level (alpha / beta) (eV) = -9.08 / -8.99
- charge = +2
- max |F| (eV/Å) = 4.6
- Kohn-Sham gap (alpha / beta) (Eh) = 0.209 / 0.215
- multiplicity = 2

Löwdin population analysis, charges in e, atoms 1 to 4: number 1, C, carries -0.17; number 2, H, carries 0.08; number 3, Ce, carries 1.96; number 4, O, carries -0.34